Molecular formula: C26H43MnN8OS2Si
Method: DFT, ωB97M-V with the def2-TZVPD basis set

```
82
Properties=species:S:1:pos:R:3:forces:R:3:mulliken_spin:R:1
Mn 1.1292 -0.7748 0.4461 -1.4 0.3 -0.3 1.11
C -2.0592 -3.3900 3.5907 0.0 0.1 0.0 0.00
C -1.0401 -4.5055 3.7819 0.0 0.0 0.0 0.00
N 0.3422 -4.1228 3.5758 0.3 0.0 0.0 0.00
C 0.8822 -3.7004 2.3833 -0.3 -0.2 0.0 0.01
S 2.6016 -3.7172 2.2834 0.1 0.2 0.0 0.00
N 0.0085 -3.4563 1.4331 0.1 0.2 -0.1 0.00
N 0.4787 -2.7505 0.3677 0.3 -0.1 0.2 0.00
C 0.1025 -3.1260 -0.8127 0.2 0.2 -0.3 -0.04
C -0.7804 -4.2945 -1.1033 0.0 -0.1 0.1 0.00
C 0.6564 -2.3194 -1.9089 0.0 -0.3 0.4 0.01
C 0.4671 -2.6056 -3.2603 0.1 0.1 0.0 0.00
C 1.1653 -1.8671 -4.1996 0.0 0.0 0.1 -0.01
C 2.0427 -0.8747 -3.7749 0.0 0.0 0.0 0.00
C 2.1462 -0.6218 -2.4176 -0.1 0.0 -0.2 0.00
N 1.4520 -1.3040 -1.5104 -0.2 0.0 0.0 -0.03
H -3.0384 -3.7415 3.9256 0.0 0.0 0.0 0.00
H -2.1228 -3.0762 2.5533 0.0 0.0 0.0 0.00
H -1.7796 -2.5179 4.1843 0.0 0.0 0.0 0.00
H -1.3026 -5.3735 3.1589 0.0 0.1 -0.1 0.00
H -1.0980 -4.8276 4.8255 0.0 -0.1 -0.1 0.00
H 1.0310 -4.6196 4.1171 -0.1 0.1 0.1 0.00
H -1.1475 -4.7076 -0.1667 0.0 0.0 0.0 0.00
H -0.2433 -5.0789 -1.6432 0.0 0.0 0.0 0.00
H -1.6312 -3.9853 -1.7164 0.0 0.0 0.0 0.00
H -0.2126 -3.3909 -3.5578 0.0 0.0 0.0 0.00
H 1.0322 -2.0689 -5.2549 0.0 0.0 0.0 0.00
H 2.6190 -0.2870 -4.4761 0.0 0.0 0.0 0.00
H 2.7754 0.1720 -2.0300 0.0 0.0 0.0 0.00
C -3.0849 2.9854 -2.5845 0.0 0.0 0.0 0.00
C -2.7717 1.5915 -3.1136 0.1 0.0 0.0 0.00
N -2.5501 0.5959 -2.0693 -0.2 0.0 0.1 0.00
C -3.6437 -0.3171 -1.7798 0.0 0.0 0.0 0.00
C -4.6570 0.2341 -0.7846 0.0 0.0 0.0 0.00
C -1.4122 0.6062 -1.3199 0.1 0.3 -0.1 0.00
S -1.3092 -0.4142 0.0301 0.2 -0.1 0.0 0.00
N -0.5081 1.5049 -1.7814 0.0 -0.4 0.0 0.00
C 0.6619 1.7241 -1.1937 0.0 0.3 0.3 -0.01
O 1.1558 1.2039 -0.1679 0.4 0.0 -0.3 0.01
C 1.4994 2.7827 -1.8764 -0.1 -0.1 0.1 0.00
C 2.8021 2.9994 -1.4372 0.0 0.0 0.0 0.00
C 3.6077 3.9279 -2.0816 0.0 0.0 0.0 0.00
C 3.1166 4.6474 -3.1627 0.0 0.0 0.0 0.00
C 1.8126 4.4418 -3.5952 0.0 0.0 0.0 0.00
C 1.0078 3.5123 -2.9549 0.0 0.0 0.0 0.00
H -3.2385 3.6776 -3.4152 0.0 0.0 0.0 0.00
H -2.2567 3.3486 -1.9789 0.0 0.0 0.0 0.00
H -3.9855 2.9841 -1.9698 0.0 0.0 0.0 0.00
H -1.8888 1.6315 -3.7520 0.0 0.0 0.0 0.00
H -3.6064 1.2260 -3.7156 0.0 0.0 0.0 0.00
H -3.2127 -1.2373 -1.3859 0.0 0.0 0.0 0.00
H -4.1328 -0.5484 -2.7299 0.0 0.0 0.0 0.00
H -4.1596 0.4763 0.1536 0.0 0.0 0.0 0.00
H -5.4291 -0.5098 -0.5807 0.0 0.0 0.0 0.00
H -5.1440 1.1328 -1.1655 0.0 0.0 0.0 0.00
H 3.1783 2.4249 -0.5997 0.0 0.0 0.0 0.00
H 4.6225 4.0864 -1.7373 0.0 0.0 0.0 0.00
H 3.7506 5.3644 -3.6706 0.0 0.0 0.0 0.00
H 1.4233 5.0056 -4.4343 0.0 0.0 0.0 0.00
H -0.0092 3.3360 -3.2771 0.0 0.0 0.0 0.00
C -0.6431 1.0698 4.8350 0.1 0.0 0.0 0.00
Si 0.2452 1.2882 3.1737 0.1 0.1 0.0 0.01
C -0.8978 2.3982 2.1630 0.0 -0.1 -0.1 0.00
C 1.7553 2.3842 3.5446 0.0 0.0 0.0 0.00
C 0.7813 -0.3244 2.4816 -0.1 -0.2 -0.1 -0.04
H -0.8906 2.0241 5.3078 0.0 0.0 0.0 0.00
H -0.0177 0.4973 5.5242 0.0 0.0 0.0 0.00
H -1.5718 0.5111 4.6952 0.0 0.0 0.0 0.00
H -1.1683 3.2790 2.7527 0.0 0.0 0.0 0.00
H -1.8125 1.8805 1.8682 0.0 0.0 0.0 0.00
H -0.4061 2.7302 1.2473 0.0 0.0 0.0 0.00
H 1.4703 3.2504 4.1477 0.0 0.0 0.0 0.00
H 2.2053 2.7723 2.6264 0.0 0.0 0.0 0.00
H 2.5227 1.8308 4.0910 0.0 0.0 0.0 0.00
H 1.6770 -0.5971 3.0687 -0.1 0.0 0.1 0.00
H 0.0231 -1.0655 2.7799 0.0 0.0 0.0 0.00
N 3.6469 0.5104 1.1370 0.2 -0.1 0.0 0.00
N 3.1089 -0.7782 0.8032 0.2 -0.2 0.2 0.00
H 4.2547 0.4152 1.9455 -0.1 0.0 0.0 0.00
H 2.8500 1.0709 1.4212 0.0 0.0 0.0 0.00
H 3.0413 -1.4178 1.6053 0.3 0.0 0.0 0.00
H 3.7109 -1.2216 0.1185 0.0 0.1 0.0 0.01
```
Forces are in eV/Å.

ΔE to the lowest compared entry with this formula, charge and spin (kcal per mole): 0.1
Electronic energy (eV): -102499.28802
LUMO (spin up / spin down) (eV): 2.56 / 2.56
Gap between HOMO and LUMO (spin up / spin down) (Ha): 0.2529 / 0.2301
Total charge: -1
Multiplicity: 2

Molecular formula: C26H43N3P2Pt
Method: DFT, ωB97M-V with the def2-TZVPD basis set

```
75
Properties=species:S:1:pos:R:3:forces:R:3:mulliken_spin:R:1
Pt -4.5087 -0.9796 -3.2754 3.4 -2.2 1.3 0.43
C 0.8546 -0.0886 1.4430 0.0 0.1 0.0 0.37
C -0.2873 0.7396 1.6367 0.0 0.0 0.2 0.23
C -1.0231 -1.4142 1.3625 -0.1 -0.1 0.1 0.35
C 0.3920 -1.4248 1.2882 0.0 0.0 -0.1 0.35
C -1.4403 -0.0890 1.6491 0.0 0.0 -0.1 0.38
C 2.2548 0.3826 1.3899 0.2 0.0 -0.2 0.04
H 2.3202 1.3257 0.8288 0.0 -0.2 0.3 0.00
H 2.9138 -0.3531 0.9127 -0.1 0.2 0.2 -0.01
H 2.6454 0.5786 2.3992 -0.1 -0.1 -0.1 0.03
C 1.2126 -2.6270 1.0611 0.3 0.1 0.1 0.01
H 2.2713 -2.3594 1.0388 -0.1 -0.2 0.0 -0.01
H 0.9481 -3.1005 0.1093 0.0 0.0 0.2 0.02
H 1.0496 -3.3482 1.8713 0.0 0.0 -0.2 0.03
C -1.8848 -2.5937 1.1316 -0.2 -0.1 -0.2 0.00
H -1.8476 -3.2972 1.9771 0.0 0.1 -0.2 0.03
H -1.5456 -3.1290 0.2323 -0.1 0.0 0.3 0.02
H -2.9256 -2.2944 0.9783 0.2 -0.2 0.1 0.01
C -2.8323 0.3731 1.8314 -0.2 -0.1 0.0 0.02
H -3.0031 0.8550 2.8051 0.2 -0.1 -0.2 0.02
H -3.5280 -0.4643 1.7425 0.0 0.2 0.0 0.00
H -3.0624 1.1088 1.0534 -0.1 0.0 0.1 0.03
C -0.3008 2.2060 1.7695 0.0 0.3 -0.2 0.03
H -0.2172 2.5220 2.8182 0.1 -0.1 -0.1 0.04
H -1.2429 2.6007 1.3776 0.2 0.0 0.2 0.00
H 0.5161 2.6568 1.1940 -0.1 -0.1 0.2 0.01
C 0.2903 0.9656 -2.5776 -0.5 -0.4 0.6 -0.01
C 1.1917 1.5748 -1.8054 -0.3 -0.2 -0.5 0.03
C 1.4749 3.0447 -1.8913 0.1 0.7 0.1 0.00
C 0.2839 4.0486 -2.0709 0.7 0.0 0.0 0.00
C -0.8923 3.7401 -1.2088 -0.7 -0.3 0.6 0.00
C -1.9308 2.9662 -1.5631 0.8 0.7 0.2 0.01
C -2.0126 2.2214 -2.8540 -0.1 -0.5 -0.5 -0.03
C -0.6802 1.6907 -3.4746 -0.3 0.0 -0.8 0.01
H 2.1320 3.1877 -2.7706 0.1 0.1 0.6 0.00
H 0.0300 4.1318 -3.1295 -0.1 0.0 0.3 0.00
H 2.0147 3.3456 -0.9775 0.1 0.0 -0.4 0.00
H -0.1909 2.5252 -4.0089 -0.1 -0.6 0.3 0.00
H 0.1826 -0.1333 -2.5609 0.1 0.6 0.2 0.00
H 1.8609 0.9968 -1.1561 -0.3 0.1 -0.4 -0.02
H -0.9888 0.9859 -4.2668 0.1 0.2 0.1 0.02
H -2.7121 1.3775 -2.7079 0.4 0.1 0.0 0.02
H -2.7931 2.8605 -0.9072 0.2 0.0 0.2 0.00
H -2.4967 2.8045 -3.6570 0.2 0.1 0.6 -0.02
H 0.6637 5.0397 -1.7840 0.0 -0.3 -0.1 0.00
H -0.8435 4.1629 -0.1852 -0.3 -0.1 -0.8 0.00
P -4.6284 0.5055 -4.8054 0.6 2.5 -2.4 0.28
P -6.3021 -0.3269 -2.4897 -2.8 1.0 0.9 0.21
C -6.4247 1.0235 -4.8648 0.2 -0.4 0.1 0.01
C -7.2308 -0.0310 -4.0639 -0.1 -0.3 0.0 -0.01
H -6.6778 1.1127 -5.9376 -0.3 0.0 0.6 0.00
H -6.4617 2.0254 -4.3799 0.0 -0.6 -0.5 0.00
H -8.3016 0.1734 -3.8422 0.7 0.2 -0.4 0.00
H -7.1293 -0.9947 -4.5984 -0.5 0.4 0.2 0.00
C -7.3639 -1.1517 -1.2803 0.1 -0.4 -0.1 -0.01
H -7.0477 -0.6503 -0.3542 -0.6 -0.6 0.0 0.00
H -7.2159 -2.2449 -1.2035 -0.1 0.6 -0.1 0.02
H -8.4043 -0.9216 -1.5463 0.2 -0.1 0.4 0.01
C -6.1864 1.2877 -1.6596 0.2 -0.1 0.1 0.01
H -7.1512 1.7837 -1.7765 0.0 0.2 0.2 0.00
H -5.3678 1.9374 -1.9768 -0.2 -0.1 -0.2 0.00
H -6.0221 1.0421 -0.6064 0.0 0.3 -0.1 0.00
C -4.0288 -0.6218 -6.1265 -0.5 0.1 -0.1 -0.01
H -2.9283 -0.5587 -6.1463 -0.4 0.1 -0.1 0.00
H -4.4606 -0.1719 -7.0170 0.2 -0.5 -0.6 0.01
H -4.3186 -1.6792 -6.0081 0.0 0.5 -0.2 0.00
C -3.9543 2.1059 -5.5416 -0.1 -0.5 0.3 0.06
H -4.4680 2.9578 -5.0930 0.1 -0.1 0.0 0.00
H -4.2382 2.0438 -6.5998 0.0 0.1 0.2 0.01
H -2.8744 2.2563 -5.4719 -0.2 -0.3 -0.1 0.00
N 1.2387 -2.2918 -2.3203 1.4 0.2 0.1 0.37
C 2.4070 -2.1539 -2.2420 -1.3 -0.1 0.1 -0.13
N 3.6963 -2.0186 -2.2678 0.4 0.1 0.1 0.48
C 4.4469 -1.7906 -1.2284 0.3 0.1 0.6 -0.12
N 5.1985 -1.5792 -0.3436 -0.8 -0.2 -0.9 0.41
```
Forces are in eV/Å.

Electronic energy (eV): -53933.49418
LUMO (spin up / spin down) (eV): -5.82 / -8.37
Gap between HOMO and LUMO (spin up / spin down) (Ha): 0.2492 / 0.1998
Total charge: +2
Multiplicity: 5